16
Properties=species:S:1:pos:R:3:forces:R:3 method="wB97M-V/def2-TZVPD" charge=0 relative_energy_ev=2.509 smiles="CS/N=C/N(C)C=O" lumo_ev=0.728 largest_force_ev_per_a=3.4
C -3.520 0.792 0.018 -0.1 -0.2 -0.6
C 0.158 -0.691 -0.049 0.1 0.9 -1.0
C 2.571 -1.095 0.020 -1.0 -2.5 2.0
C 1.664 1.206 0.037 0.4 -2.2 -2.4
H -3.163 1.516 0.903 -1.2 -1.5 -2.3
H -4.457 0.159 0.237 1.1 1.5 0.1
H -3.722 1.282 -1.079 0.9 -1.0 3.0
H 0.096 -1.756 0.135 -0.1 -0.3 0.2
H 2.454 -1.626 1.082 0.6 1.5 -1.7
H 3.506 -0.568 -0.086 0.2 0.0 0.1
H 2.553 -2.022 -0.606 0.0 1.2 -0.2
H 2.664 1.461 -0.091 2.8 -0.2 0.6
N -0.811 0.109 -0.233 -1.4 -1.3 0.4
N 1.455 -0.202 -0.234 -0.1 1.3 1.2
O 0.918 2.111 -0.021 -2.3 1.1 0.8
S -2.365 -0.675 -0.034 0.2 1.6 -0.2